23
Properties=species:S:1:pos:R:3:mulliken_charge:R:1 method="wB97M-V/def2-TZVPD" homo_ha=-0.1186 smiles="CC(=C=O)[C@@]1([O-])[C@@H]2C[C@H]3CC[C@]321" energy_ha=-537.951668 total_charge=-1 de_lowest_ev=3.247
C 2.317 0.580 -1.323 -1.265
C 2.273 0.184 0.120 0.291
C 2.689 0.354 1.313 0.433
O 3.024 0.448 2.459 -0.640
C 1.016 -0.876 0.325 0.539
O 1.406 -2.023 0.110 -0.921
C -0.054 -0.153 1.293 -0.632
C -1.451 -0.886 1.538 -0.939
C -1.668 -0.905 0.034 -0.221
C -2.365 0.319 -0.585 -0.840
C -0.999 0.762 -1.163 -0.455
C -0.242 -0.226 -0.272 0.432
H 3.340 0.518 -1.809 0.272
H 1.785 1.562 -1.465 0.185
H 1.605 -0.054 -1.764 0.427
H 0.172 0.766 1.800 0.324
H -1.477 -1.963 1.957 0.266
H -2.019 -0.204 2.179 0.324
H -1.861 -1.957 -0.209 0.429
H -2.741 1.053 0.189 0.222
H -3.059 0.122 -1.363 0.318
H -1.004 0.666 -2.283 0.240
H -0.686 1.913 -1.081 0.213